[1]
Below is a 2-piece molecular cluster, CHBrO overall, with properties calculated with ωB97M-V/def2-TZVPD.

Positions of all 4 atoms, in Å:
C 0.07541 0.12536 0.01664
O 0.11897 1.33222 0.02265
Br 1.51823 -0.98766 0.00514
H -1.71262 -0.46992 -0.04443

Properties
ΔE to the lowest compared entry with this formula, charge and spin (kcal per mole): 71.4
E (eV): -73139.657
Net charge: 0
HOMO level (spin up / spin down) (eV): -9.95 / -9.95
Frontier orbital gap (spin up / spin down) (eV): 9.00 / 9.00

---

[2]
Below is a 2-piece molecular cluster, C5H11IO2 overall, with properties calculated with ωB97M-V/def2-TZVPD.

Positions of all 19 atoms, in Å:
C 0.57736 0.37078 1.95853
C 0.06321 0.41843 0.55863
C 0.41388 -0.47991 -0.32826
O -0.03977 -0.56293 -1.67976
C -1.21088 0.19464 -2.01044
O 1.32837 -1.42254 -0.00954
C 1.38610 -2.60936 -0.69363
H 1.60924 -0.11023 1.98031
H -0.07990 -0.15258 2.70406
H 0.64355 1.39040 2.33541
H -0.54908 1.33846 0.30170
H -0.99022 1.34307 -2.05434
H -1.98925 -0.07284 -1.43633
H -1.31437 0.00620 -3.12482
H 2.13568 -2.57720 -1.51425
H 0.37885 -2.87070 -1.31431
H 1.76036 -3.37617 0.10317
I -1.34556 4.85376 2.28409
H -2.77756 4.31872 1.93980

Properties
ΔE to the lowest compared entry with this formula, charge and spin (kcal per mole): 37.1
E (eV): -17556.360
Net charge: 0
HOMO level (eV): -8.19
Frontier orbital gap (eV): 8.81